{"formula": "C22H63N9O7", "method": "ωB97M-V/def2-TZVPD", "smiles": "COC[C@H](C)N.COC[C@H](C)N.COC[C@H](C)N.COC[C@H](C)N.COC[C@H](C)N.NC(N)=O.NC(N)=O", "gap_ev": 9.29, "e_lumo_ev": 0.59, "total_charge": 0, "elements": ["N", "C", "O", "H", "H", "H", "H", "H", "H", "O", "N", "H", "C", "C", "H", "C", "C", "N", "H", "H", "H", "N", "H", "O", "C", "O", "H", "H", "H", "O", "N", "H", "H", "H", "H", "C", "C", "H", "H", "H", "H", "H", "H", "H", "H", "H", "H", "H", "H", "O", "H", "H", "N", "H", "C", "C", "C", "H", "H", "N", "H", "H", "C", "H", "H", "H", "C", "H", "C", "H", "C", "H", "C", "H", "H", "H", "O", "C", "C", "H", "H", "H", "H", "H", "H", "H", "H", "H", "H", "H", "H", "H", "H", "C", "C", "N", "C", "N", "C", "H", "H"], "coordinates": [[-2.414, -1.623, 4.609], [0.086, 0.614, 1.452], [0.262, -3.955, -2.815], [-1.295, 1.352, -0.884], [-0.764, 5.668, 3.489], [-3.485, -3.197, 2.522], [-1.142, -1.338, 3.017], [4.499, -0.832, -0.140], [2.591, 5.677, -2.692], [-0.901, 4.054, 2.179], [-3.417, 0.284, -3.242], [-2.719, 0.314, -3.929], [1.744, -4.074, -2.810], [-1.151, -3.442, 3.611], [-0.697, -3.944, 2.761], [-2.913, 0.329, -1.898], [0.845, 4.271, 3.903], [3.678, -4.230, -4.289], [-3.904, -0.596, -3.322], [-1.895, 0.920, 1.795], [-4.194, 1.962, -1.392], [3.469, 1.522, -0.739], [-3.849, -3.757, 0.681], [1.197, 1.112, 1.433], [2.153, 0.005, -2.159], [-2.429, -2.303, 1.014], [-1.035, -0.980, 0.930], [-3.654, -1.384, 2.495], [2.148, -6.294, -4.711], [-3.694, 0.822, 0.354], [2.418, -1.754, 2.035], [2.964, -0.720, -2.112], [-1.811, -4.129, 4.114], [0.566, -1.050, 0.424], [0.170, 3.696, 4.529], [3.386, -1.977, 1.033], [-4.032, 0.897, -1.050], [3.939, 2.431, -0.793], [0.216, 3.450, 0.532], [0.660, 5.553, 2.255], [-0.901, 2.172, 2.408], [-2.911, -3.227, -0.773], [2.730, 1.566, 0.001], [0.900, 5.328, -2.395], [2.111, -5.308, -6.139], [-2.085, 2.191, -2.269], [2.152, -3.260, -2.252], [1.066, 5.939, 5.357], [-1.017, 0.754, -2.430], [3.472, -3.047, 0.467], [0.977, 2.518, -1.287], [1.934, -3.210, -4.731], [1.832, 3.530, 3.036], [-0.507, -5.992, -2.838], [-2.962, -2.212, 2.349], [-0.429, -5.095, -2.213], [1.774, -5.333, -5.100], [3.930, 0.019, 1.195], [1.365, -0.185, -1.433], [-0.944, 1.182, 2.078], [1.327, 2.795, 2.550], [-4.988, 0.332, -1.131], [2.261, -4.125, -4.246], [2.086, -4.981, -2.253], [-2.722, -0.679, -1.505], [-1.771, -1.009, 5.082], [1.662, 5.256, 4.763], [-1.609, 3.437, 0.322], [-0.054, 5.027, 2.898], [-2.636, -2.335, 5.298], [1.701, 2.612, -2.116], [-0.719, 4.988, 0.339], [-1.748, 1.275, -1.841], [1.729, 4.707, -3.954], [2.358, 4.692, 5.408], [4.105, -5.136, -3.979], [2.395, 3.840, -2.076], [-3.431, -2.877, 0.145], [1.831, 4.923, -2.862], [-0.374, -3.255, 4.366], [-5.444, 1.919, 0.894], [2.167, -0.769, 2.107], [-3.909, 2.861, 0.920], [1.624, -2.359, 2.059], [-4.172, 1.665, 2.148], [0.675, -5.312, -5.060], [2.348, 5.885, 4.145], [-4.196, -2.190, -0.086], [3.459, 1.530, -2.843], [-0.010, -5.257, -1.250], [1.156, 2.527, -3.047], [-1.427, -4.802, -1.964], [1.675, -0.209, -3.083], [-0.730, 3.983, 0.800], [-4.366, 1.903, 1.096], [4.242, -0.909, 0.828], [-1.824, -2.115, 3.333], [-0.165, -0.512, 0.826], [2.745, 1.452, -2.029], [4.158, -3.486, -3.857], [2.513, 3.027, 3.630]], "atomic_forces_ev_per_a": [[-0.046, 0.400, -0.025], [0.021, 0.703, -0.155], [0.618, -1.213, 0.474], [0.014, 0.388, 0.996], [0.694, -0.206, -0.864], [0.096, 0.981, 0.180], [0.340, -0.003, -0.146], [0.294, 0.118, -0.095], [-0.001, 0.422, -0.458], [0.453, 0.821, 1.187], [-1.575, -0.458, 0.449], [1.223, -0.024, -0.967], [-1.750, -1.797, -0.234], [1.197, 0.322, 0.333], [-0.023, 0.039, -0.239], [-0.792, 0.231, 1.293], [1.123, 1.001, -1.416], [1.715, -1.193, -0.323], [-0.246, 0.012, -0.556], [0.651, -0.066, 0.055], [0.005, -0.940, 0.470], [-0.559, 0.643, -0.385], [0.033, 0.390, -0.564], [2.018, 0.840, 0.261], [0.172, 1.077, 0.396], [-1.099, -0.148, 0.039], [-0.805, -0.405, -0.175], [-0.059, 0.092, -0.300], [-0.189, 0.320, 0.239], [-0.593, 1.677, -0.018], [0.970, 1.185, -0.441], [0.000, 0.008, 0.488], [-0.647, -0.290, -0.079], [0.621, -0.060, -0.205], [0.127, -0.600, 0.229], [-0.769, 0.090, 0.988], [-0.806, 0.418, 0.755], [-0.177, -0.284, 0.606], [-0.632, 0.371, 0.103], [-0.648, 0.149, -0.283], [0.377, -1.116, -0.437], [-0.378, 0.338, 0.545], [0.875, 0.125, -0.607], [0.340, -0.575, -0.547], [-0.019, 0.472, 0.162], [0.196, 0.899, -0.296], [0.223, 0.909, 0.196], [-0.235, -0.086, 0.227], [0.851, 0.377, -0.728], [0.119, -0.061, -0.437], [0.207, 0.064, -0.103], [0.082, 0.206, -0.243], [-0.678, -0.200, 1.537], [0.506, 0.160, 0.004], [0.109, -1.445, -0.510], [0.619, 1.341, -0.723], [-0.974, 0.390, 0.830], [0.375, -1.365, -0.622], [0.257, -0.074, 0.474], [-2.380, 1.428, 1.136], [0.265, -0.120, -0.224], [0.407, 0.342, -0.463], [-0.183, -1.445, -0.401], [-0.480, 0.378, -0.427], [0.584, 0.177, 0.024], [0.154, 0.258, -0.019], [0.819, -0.063, -0.557], [1.060, 0.516, 0.813], [-0.542, -0.864, 1.098], [0.029, -0.251, -0.476], [0.514, -1.032, -0.240], [0.101, -0.268, 0.171], [0.118, -1.767, -0.388], [-0.051, -0.086, 0.893], [-0.486, 0.158, 0.007], [-0.990, 1.258, -0.300], [-0.538, 0.444, -0.694], [2.014, -1.451, 0.497], [0.405, -0.346, 1.104], [0.131, -0.087, -0.342], [0.225, -0.006, 0.005], [-0.037, -0.302, 0.195], [0.143, 0.469, -0.490], [-0.037, -0.538, -0.141], [-0.335, 0.024, -0.100], [0.239, -0.395, -0.230], [-0.682, -0.485, 0.094], [-0.991, 0.970, -0.261], [0.200, 0.421, -0.083], [0.784, -0.746, 0.748], [-0.325, -0.029, -0.431], [-0.826, 0.549, -0.325], [-0.415, 0.262, -1.215], [-0.087, -0.230, -1.751], [0.684, -1.833, 0.160], [-0.824, 0.703, 0.673], [-0.950, -0.156, 1.568], [-0.702, -1.602, -0.890], [-0.962, -0.911, 0.658], [0.631, 0.866, 0.642], [-0.505, 0.420, -0.378]]}

=====

{"formula": "CClNO5", "method": "ωB97M-V/def2-TZVPD", "gap_ev": [9.44, 9.44], "e_lumo_ev": [-2.57, -2.57], "total_charge": 0, "elements": ["O", "Cl", "N", "O", "C", "O", "O", "O"], "coordinates": [[0.665, 0.277, -0.203], [2.960, 0.702, -0.016], [-1.840, 0.394, 0.006], [1.796, -1.664, 0.210], [1.645, -0.523, 0.027], [-0.787, -0.527, -0.139], [-2.860, -0.151, -0.209], [-1.580, 1.491, 0.323]], "atomic_forces_ev_per_a": [[-4.817, 0.392, -0.133], [0.198, -0.285, 0.014], [0.641, 0.291, 0.073], [-0.373, -0.613, 0.111], [1.999, -0.197, 0.245], [2.924, -0.094, -0.408], [-0.877, -0.742, -0.191], [0.305, 1.249, 0.289]]}

=====

{"formula": "C15H21N7O3", "method": "ωB97M-V/def2-TZVPD", "smiles": "CNC(=O)[C@@H](Cc1c[nH]cn1)NC(=O)[C@@H](Cc1c[nH]cn1)NC(C)=O", "gap_ev": 9.20, "e_lumo_ev": 0.72, "total_charge": 0, "elements": ["H", "O", "N", "H", "H", "H", "C", "H", "H", "H", "O", "N", "C", "H", "C", "C", "C", "N", "C", "C", "H", "O", "H", "N", "H", "C", "H", "H", "C", "C", "C", "H", "H", "H", "N", "N", "H", "H", "H", "N", "C", "H", "C", "C", "C", "H"], "coordinates": [[0.245, 3.208, -1.391], [2.104, 3.093, 0.464], [-0.494, 1.851, 0.016], [0.912, 2.394, 4.866], [-0.363, -3.957, 0.112], [-1.465, 1.974, -0.114], [0.936, 1.303, 4.967], [0.779, -1.436, 2.379], [5.032, 2.869, -2.109], [1.646, 0.287, 0.493], [0.317, -1.761, -0.639], [-2.484, -0.121, -3.629], [1.080, -0.762, 5.768], [1.823, 1.878, 2.609], [-1.342, -0.257, -2.924], [1.747, 0.802, 2.573], [0.985, 0.330, 1.377], [0.665, -1.072, 1.495], [2.020, 2.530, -0.583], [-0.268, 1.126, 1.163], [-0.870, -3.364, 1.675], [-1.237, 0.949, 1.961], [1.193, -1.522, 6.596], [3.066, 2.397, -1.431], [-3.020, -0.895, -3.873], [0.313, -1.970, 0.567], [3.106, 1.823, -2.252], [5.000, 2.254, -0.403], [-0.056, -3.382, 0.989], [4.421, 2.814, -1.101], [-2.637, 1.206, -3.919], [4.308, 3.824, -0.721], [-3.458, 1.478, -4.577], [2.687, 0.266, 2.441], [-1.622, 1.943, -3.471], [1.317, -0.895, 4.500], [1.015, 0.316, -2.011], [1.128, 1.557, -3.050], [-1.195, -1.158, -2.293], [0.706, 0.516, 6.090], [-0.794, 0.982, -2.797], [0.614, 0.835, 6.967], [0.559, 2.221, -1.104], [0.539, 1.271, -2.242], [1.170, 0.384, 3.940], [0.719, -3.928, 1.366]], "atomic_forces_ev_per_a": [[-0.308, 0.435, -0.427], [0.821, 0.798, 2.060], [4.110, -0.506, -0.108], [-0.329, -0.666, 0.527], [-0.106, 0.512, -0.061], [-0.908, 0.705, -0.595], [-0.641, -1.379, -1.538], [-0.047, -0.874, 2.492], [-1.247, -0.089, 1.999], [-0.239, 1.004, 0.118], [-0.054, 1.003, -0.415], [0.457, 1.710, 0.267], [-0.652, -0.354, 1.422], [0.397, 0.183, -0.406], [0.371, -0.814, 1.816], [-0.420, -1.513, 1.528], [0.282, -0.441, -2.061], [-0.497, -0.122, -0.316], [-2.001, -0.222, -1.135], [-3.776, -0.474, 0.262], [-0.606, -0.063, 0.770], [2.453, 0.631, -1.647], [-0.362, 0.808, -1.408], [1.120, -1.089, -0.470], [-1.314, -0.924, -0.550], [0.301, -0.778, -1.323], [-1.092, -0.262, 0.004], [-0.027, -0.843, 0.602], [-1.613, 1.156, -1.249], [0.430, 1.729, -2.272], [0.673, -0.162, -0.390], [0.460, 0.216, 0.142], [0.270, 0.467, 0.333], [0.521, 0.567, 0.504], [-0.035, -2.027, 0.444], [0.020, 0.417, -0.873], [-0.333, -0.195, 0.640], [1.152, 1.402, -1.470], [0.488, 0.649, -0.927], [1.598, -0.695, -3.700], [-1.472, 0.526, -1.291], [-0.428, 1.307, 3.577], [-0.427, -0.367, 1.913], [-0.742, -1.427, 0.518], [1.439, 1.203, 1.220], [2.315, -1.143, 1.475]]}

=====

{"formula": "C2H3NO4", "method": "ωB97M-V/def2-TZVPD", "gap_ev": [9.04, 6.80], "e_lumo_ev": [-2.44, -3.82], "total_charge": 0, "elements": ["H", "H", "O", "H", "O", "C", "C", "N", "O", "O"], "coordinates": [[1.142, -1.102, -0.343], [1.331, 0.780, -0.485], [-1.024, 0.043, 0.895], [-1.607, 0.342, 2.691], [-0.162, 0.924, -2.446], [0.884, -0.155, -0.790], [-0.643, 0.229, 2.044], [0.056, -0.151, -1.914], [0.383, 0.317, 2.657], [-0.361, -1.226, -2.309]], "atomic_forces_ev_per_a": [[-0.087, -0.049, -0.212], [-0.111, -0.022, -0.179], [-0.471, -0.330, -2.456], [0.183, -0.094, -0.547], [-0.060, 0.325, -0.005], [0.136, 0.151, 1.625], [0.041, 0.337, 2.268], [-0.234, -0.060, -0.617], [0.714, 0.035, 0.087], [-0.112, -0.293, 0.036]]}

=====

| no. | maximum force (eV/A) |
| --- | --- |
| 1 | 3.00 |
| 2 | 4.83 |
| 3 | 4.14 |
| 4 | 2.52 |